(1)
{"formula": "H80O40", "method": "ωB97M-V/def2-TZVPD", "spin_multiplicity": 1, "elements": ["H", "H", "O", "H", "H", "O", "H", "H", "O", "H", "H", "O", "H", "H", "O", "H", "O", "H", "O", "H", "H", "O", "H", "H", "O", "H", "H", "O", "H", "H", "O", "H", "O", "H", "H", "O", "H", "H", "O", "H", "H", "O", "H", "H", "O", "H", "H", "O", "H", "H", "O", "H", "O", "H", "H", "O", "H", "O", "H", "H", "O", "H", "H", "O", "H", "H", "O", "H", "H", "O", "H", "H", "O", "H", "H", "O", "H", "H", "O", "H", "H", "O", "H", "H", "O", "H", "H", "O", "H", "O", "H", "H", "O", "H", "H", "H", "H", "H", "H", "O", "H", "H", "O", "H", "H", "O", "H", "H", "O", "H", "H", "O", "H", "H", "O", "H", "H", "O", "H", "H"], "positions_angstrom": [[-0.68817, 2.86883, 3.84699], [0.74722, 2.78924, 3.62330], [0.09657, 3.41283, 4.02802], [0.10152, -2.00917, -4.14131], [0.90262, -2.47973, -5.50286], [0.31632, -2.72849, -4.79286], [-3.23738, 3.39651, -1.17520], [-4.73674, 3.54703, -0.94457], [-4.07401, 3.60531, -1.63695], [-3.00873, 3.74027, 2.26329], [-1.78300, 4.00725, 3.31649], [-2.63500, 3.63650, 3.13544], [-2.64564, 1.84240, 3.65878], [-2.03681, 1.51477, 4.93737], [-2.63036, 1.10667, 4.29572], [-0.72377, 0.63807, -2.77883], [-0.37926, -0.01106, -3.42137], [4.40210, -1.72537, 2.84881], [4.51590, -2.70417, 2.89075], [-1.68885, -0.33500, -0.95967], [-2.76149, -0.58381, 0.00647], [-2.57786, -0.04005, -0.76492], [2.04635, 2.19304, -0.87346], [2.85922, 1.21335, -1.74889], [2.77239, 2.14526, -1.48966], [1.76708, -1.82750, 5.16938], [3.24273, -2.18779, 5.28018], [2.43915, -2.05961, 5.83127], [-3.07589, -1.65510, -4.99267], [-3.19542, -2.97622, -5.21047], [-3.84045, -2.26241, -5.13244], [1.16820, -1.19594, 3.09242], [2.10686, -1.33712, 3.24682], [-0.75604, 2.64569, -1.14326], [0.59966, 2.99349, -1.61984], [0.15206, 2.31342, -1.03984], [2.23077, -4.30496, 0.46659], [1.71162, -3.75922, 1.75507], [1.41630, -4.27718, 0.98890], [-0.69518, -1.56896, 1.48848], [-2.20996, -1.99306, 1.81956], [-1.39035, -1.59032, 2.13985], [2.41636, 5.34923, -2.62402], [2.51240, 3.90802, -3.43188], [2.06044, 4.75178, -3.33005], [-2.18864, -3.23369, 0.12281], [-3.52369, -3.24910, 1.11915], [-2.60060, -3.50545, 1.02977], [2.77955, -1.65073, -1.13091], [3.42701, -0.90729, -2.34291], [3.10036, -0.81514, -1.45429], [-4.19620, -2.11240, -2.01973], [-4.58750, -2.99170, -1.86466], [3.14399, 1.78172, 3.20275], [2.09597, 0.65203, 3.16843], [2.23381, 1.54514, 2.84042], [-0.44276, -3.98478, -4.02507], [-1.24818, -3.97603, -3.46583], [-0.52209, 4.24882, -3.31479], [-0.10390, 5.67791, -3.28444], [-0.37564, 4.97314, -2.69213], [1.95234, -0.10592, 0.90734], [1.07442, -1.27818, 0.51761], [1.91062, -1.06321, 0.95035], [-0.83224, -0.69356, 3.39696], [-1.07281, -0.48256, 4.92730], [-0.46505, -0.92593, 4.32986], [-0.25466, -2.71061, 2.99871], [-0.65912, -4.04240, 2.49116], [0.21262, -3.47408, 2.52204], [-1.36246, 4.01677, 0.25318], [-1.76355, 2.72263, 0.60226], [-2.22734, 3.58748, 0.42294], [-4.91194, 1.91747, -3.55421], [-3.62233, 2.76387, -3.62517], [-4.23827, 2.25895, -4.13040], [2.34088, 1.79304, -3.34776], [1.56670, 2.52518, -4.42097], [2.48970, 2.09854, -4.24893], [1.71316, 4.47403, -0.57391], [1.58413, 6.04478, -0.56912], [2.14990, 5.30273, -0.75581], [-0.42768, -3.81691, 0.36351], [-0.10988, -3.20477, -0.85603], [-0.93326, -3.45903, -0.40674], [3.85113, 3.04737, -0.13505], [3.39202, 3.31428, 1.32124], [4.07479, 2.90399, 0.80272], [5.10454, -1.37669, -0.69561], [6.07348, -1.62304, -0.90424], [-2.07011, 2.23417, -2.61090], [-2.18337, 2.87317, -3.94132], [-1.46574, 2.53896, -3.32235], [-5.49734, -2.85340, -2.21000], [-0.76528, 0.55104, -4.10830], [-1.04596, -3.88800, -2.54316], [5.27524, -2.69628, 3.47454], [2.28518, -2.27614, 3.20165], [6.22792, -1.60966, 0.05723], [1.12882, -6.25631, 2.07618], [1.36420, -5.35714, 2.25855], [0.53037, -6.20268, 1.33832], [-2.13595, -5.74089, 2.07666], [-2.87702, -5.15260, 2.26415], [-2.34082, -5.82536, 1.14393], [4.74647, 0.22386, 0.55764], [5.06939, 1.11003, 0.96449], [4.54014, 0.82161, -0.18117], [4.81506, 0.68939, -2.90450], [5.27948, 0.34325, -2.12831], [5.33083, 0.14260, -3.53854], [-4.87452, 3.61994, 1.25717], [-4.98199, 4.17163, 2.04546], [-5.02779, 2.70027, 1.46285], [-5.16355, -1.92066, 1.11566], [-5.03055, -0.98526, 1.01624], [-5.56233, -2.43579, 0.40992], [-0.46377, 1.31741, 1.11579], [-0.47248, 1.76159, 1.95410], [0.30473, 1.53443, 0.54597]], "forces_ev_per_a": [[0.020, 0.211, 0.583], [0.386, 0.716, 0.504], [-0.040, -1.339, -0.983], [0.554, -0.492, -1.352], [0.255, 0.703, 0.079], [-0.017, 0.566, 0.524], [-0.726, 0.558, 0.238], [-0.028, 0.161, 0.265], [0.685, -0.456, -0.390], [0.662, 0.510, -0.865], [0.503, 1.055, -0.736], [-1.152, -1.139, 1.510], [-0.577, -0.040, -0.130], [-0.156, -0.281, 0.529], [0.555, 0.376, -0.150], [0.791, -0.839, 0.794], [-0.804, 1.102, 0.292], [-0.507, -0.819, -0.536], [0.036, 1.610, 0.167], [0.442, 0.001, -0.363], [-0.300, 0.075, 0.323], [-0.166, -0.071, -0.067], [-0.141, -0.555, 0.323], [0.133, -0.187, 0.508], [0.482, 0.187, -0.387], [0.246, 0.085, 0.335], [-0.861, 0.120, 0.622], [0.677, -0.234, -0.365], [-1.318, 0.656, 0.066], [-0.741, -1.349, -0.021], [2.093, 0.687, 0.114], [0.171, -0.382, 0.166], [0.286, 0.668, 1.363], [0.140, -0.339, 0.397], [-0.369, -0.907, 0.228], [0.308, 1.950, -1.706], [-0.063, -0.563, -0.321], [-0.547, 0.147, -0.507], [2.816, 1.962, -3.111], [-0.299, -0.334, -0.697], [0.424, -0.695, -0.450], [-0.448, 2.064, 0.391], [-0.144, -1.635, -0.803], [0.834, 0.255, 0.300], [0.164, 1.034, -0.318], [-1.711, -0.481, 1.816], [-0.355, 0.132, -0.456], [-1.336, 0.933, -0.555], [-0.182, -0.383, 0.212], [0.217, -0.249, -0.707], [-0.117, 0.674, 0.150], [0.105, -0.513, -0.033], [-0.983, 0.936, -0.031], [-1.761, -0.487, -0.755], [0.108, -0.565, 0.176], [1.498, 1.067, 0.634], [-0.528, 0.105, 0.802], [-0.707, -0.483, -0.627], [0.011, 0.004, 0.380], [0.385, 0.193, 0.198], [-1.104, 0.005, 0.056], [0.417, 0.313, 0.065], [0.140, 0.023, -0.137], [-0.864, -0.394, -1.470], [0.173, -0.647, 2.307], [-0.040, -0.069, 0.010], [-0.092, 0.881, -1.515], [1.132, -1.309, -0.423], [2.395, 0.558, -0.108], [-5.005, 0.828, 3.095], [-0.833, 0.969, -0.035], [-1.195, -0.075, 0.275], [2.583, -1.110, -0.479], [-0.166, 0.114, 0.656], [-0.983, 0.601, 1.187], [0.131, -0.657, -1.884], [0.316, -0.069, -0.003], [2.396, -1.142, 0.006], [-2.921, 1.244, -0.642], [-0.558, 0.176, 0.020], [-0.654, 0.051, 0.281], [1.282, 0.174, 0.338], [-0.722, -0.183, 0.277], [-0.510, 0.337, -0.756], [3.923, -0.141, -1.059], [0.069, -0.007, 0.391], [-0.403, 0.312, 0.229], [0.642, 0.063, -0.454], [1.559, -0.391, -1.386], [-2.613, 0.390, 1.377], [0.488, -0.037, -0.233], [1.946, -0.515, 0.367], [-2.252, 0.331, -0.572], [0.851, -0.403, 0.109], [0.345, -0.668, -1.141], [0.255, -0.266, 0.450], [0.429, -0.792, 0.262], [-0.056, -0.206, -0.127], [1.144, -0.131, -0.325], [-0.005, -2.622, 1.347], [-0.159, -0.311, 0.234], [-0.190, 0.037, -0.111], [-0.367, -0.382, 0.279], [0.271, 0.082, 0.625], [0.478, -0.349, -0.504], [0.958, 3.683, 0.764], [-0.304, -2.273, 0.737], [-0.902, -1.238, -0.911], [1.099, -1.212, -0.433], [-0.079, 0.278, 0.583], [-0.687, 0.800, -0.204], [0.119, 0.602, -0.284], [-0.292, -0.506, -0.096], [-0.228, -0.167, 0.571], [0.515, -1.159, 1.470], [-0.482, 0.225, -0.895], [0.065, 0.908, -0.633], [-0.373, -0.849, -0.701], [0.705, 0.265, 0.561], [-0.684, 0.339, 1.021]]}

(2)
{"formula": "H80O40", "method": "ωB97M-V/def2-TZVPD", "spin_multiplicity": 1, "elements": ["H", "H", "O", "H", "H", "O", "H", "H", "O", "H", "H", "O", "H", "H", "O", "H", "O", "H", "O", "H", "H", "O", "H", "H", "O", "H", "H", "O", "H", "H", "O", "H", "O", "H", "H", "O", "H", "H", "O", "H", "H", "O", "H", "H", "O", "H", "H", "O", "H", "H", "O", "H", "O", "H", "H", "O", "H", "O", "H", "H", "O", "H", "H", "O", "H", "H", "O", "H", "H", "O", "H", "H", "O", "H", "H", "O", "H", "H", "O", "H", "H", "O", "H", "H", "O", "H", "H", "O", "H", "O", "H", "H", "O", "H", "H", "H", "H", "H", "H", "O", "H", "H", "O", "H", "H", "O", "H", "H", "O", "H", "H", "O", "H", "H", "O", "H", "H", "O", "H", "H"], "positions_angstrom": [[0.34672, -1.28197, 4.67647], [0.91472, -1.34055, 3.21592], [1.11869, -1.13781, 4.13272], [2.91885, -5.56661, 2.13916], [2.24012, -4.92290, 3.28642], [2.93308, -4.74798, 2.64170], [-1.55423, 0.32429, -4.72487], [-2.57050, 0.81641, -3.82274], [-1.61426, 0.85460, -3.92237], [1.61959, 4.50650, -2.64485], [0.37852, 5.22432, -2.25801], [0.99175, 5.13929, -3.00783], [-2.31252, -0.45932, 4.59355], [-1.18796, -0.40931, 5.62306], [-2.05847, -0.06102, 5.42677], [1.98233, 0.48365, -1.86179], [1.93535, 0.17199, -0.94090], [4.68653, 2.40264, 2.60538], [5.18536, 1.86983, 1.97986], [3.78429, -1.61468, 0.89572], [3.25421, -2.03312, 2.43836], [3.15640, -2.01062, 1.49108], [-4.86397, -0.51396, 1.86747], [-5.33121, -0.44544, 3.41979], [-5.42027, -0.86350, 2.56335], [-5.32598, -2.45939, 1.03746], [-5.22328, -1.34741, 0.09337], [-5.45389, -2.28265, 0.09186], [-0.12970, 2.51715, -2.38670], [0.11011, 3.17114, -1.03358], [-0.15790, 2.34461, -1.43703], [-1.25867, -0.96724, -1.54849], [-0.40002, -1.38381, -1.45157], [-1.95942, 3.55137, 1.43789], [-1.27941, 2.26586, 1.31033], [-1.06479, 3.20290, 1.35053], [-2.38995, -3.85970, -1.13601], [-1.48699, -3.90014, -2.37945], [-2.41356, -3.79610, -2.09155], [-2.76848, 4.23920, -2.89202], [-2.44118, 2.99148, -1.99823], [-2.47551, 3.95790, -2.02520], [5.14790, -1.45418, -2.65340], [4.89550, -1.66768, -1.24565], [5.14903, -2.17777, -2.02163], [3.53613, -3.24441, -1.79208], [3.32575, -4.52174, -2.30126], [2.76001, -3.79031, -2.03531], [-3.74132, 1.25567, 1.98648], [-3.28722, 1.80323, 3.19912], [-3.60042, 2.13578, 2.34360], [0.21509, -2.08360, 0.02736], [0.35965, -2.08801, 1.00407], [1.31566, 2.89366, -6.22264], [0.95556, 1.40830, -5.87441], [1.68481, 2.02171, -6.05422], [0.23368, 5.51424, 0.63680], [0.49709, 5.63477, -0.28257], [1.16748, -1.00386, -5.46891], [-0.26465, -0.94388, -5.04444], [0.41497, -0.41232, -5.47627], [-4.30831, 3.62157, 1.34489], [-5.17454, 4.52234, 0.58344], [-4.73360, 4.49130, 1.44111], [6.39920, -0.44269, 1.84661], [5.64603, 0.22232, 0.69304], [6.49400, -0.14431, 0.93913], [-3.21535, -5.15329, 2.63214], [-1.90741, -4.71788, 3.48941], [-2.27164, -5.00585, 2.65412], [5.06672, 1.12811, -2.00516], [5.75901, 1.01893, -0.62215], [5.14118, 0.58101, -1.21283], [-0.66850, 0.54094, 2.18727], [-0.74759, 1.72863, 3.12928], [-1.08667, 0.83585, 3.01364], [-2.61911, -1.69108, -4.12533], [-3.00714, -2.06221, -5.55805], [-2.55284, -1.40234, -5.04061], [-2.99433, -2.35058, -2.32717], [-4.19268, -1.47424, -1.75977], [-3.31110, -1.40346, -2.13945], [-0.08370, -5.15219, -1.24305], [0.58428, -3.80685, -1.54894], [0.20656, -4.58374, -1.96717], [-4.30206, 1.44758, -3.00698], [-3.20659, 0.84431, -2.03060], [-3.81958, 1.56926, -2.18818], [2.48999, 0.20617, 3.89609], [2.84598, 1.10005, 3.85877], [-1.13629, 1.74212, 6.93841], [-0.79058, 2.74752, 5.95336], [-0.34535, 2.12466, 6.54300], [-0.49514, -1.80811, 1.35530], [2.36935, -0.66110, -0.75634], [1.41840, 5.89618, -0.28079], [5.69309, 1.25959, 2.51406], [0.30721, -0.75971, -1.65113], [2.42896, 1.61944, 4.54133], [3.05051, 2.27260, -0.17214], [2.62146, 1.37877, -0.22637], [3.84026, 1.96991, 0.29844], [0.38507, -4.88087, 0.67426], [0.74323, -4.12441, 1.15821], [-0.57187, -4.85464, 0.75656], [1.91921, 3.84209, 2.19968], [1.27337, 3.37704, 1.64296], [2.58253, 3.87944, 1.49107], [-2.55302, -0.23752, 0.33220], [-2.84218, -0.66698, -0.48969], [-1.94314, 0.48969, 0.16486], [0.08106, 0.73935, 0.71039], [0.83048, 1.15091, 0.24834], [0.62907, -0.02911, 0.95072], [-3.24666, -3.28461, 0.95000], [-3.71762, -2.90372, 0.18373], [-2.65938, -2.71161, 1.44217], [3.08389, 1.74586, -3.07258], [2.89830, 1.83091, -4.03748], [2.53634, 2.47909, -2.77574]], "forces_ev_per_a": [[-0.192, -0.031, -0.226], [-0.328, -0.138, -0.126], [0.783, -0.217, 0.043], [0.167, -0.016, -0.385], [-0.006, 0.185, 0.177], [-0.238, -0.188, 0.302], [0.370, 0.155, -0.111], [0.045, 0.319, 0.266], [-0.221, -0.016, -0.149], [0.242, 0.126, -0.139], [-0.122, 0.287, -0.173], [-0.117, -0.384, 0.261], [0.174, 0.102, -0.287], [0.140, 0.246, -0.002], [-0.579, -0.207, 0.622], [0.824, -0.256, -0.031], [-0.754, -0.635, -0.330], [-0.398, -0.113, 0.135], [-0.081, 0.431, -0.276], [0.945, 0.299, 1.098], [1.091, 0.351, 0.055], [-1.721, -0.484, -1.226], [0.417, 0.652, 0.614], [0.414, 0.486, -0.212], [-0.660, -1.038, -0.238], [-0.329, -0.441, 0.019], [-0.405, 0.267, -0.364], [0.038, 0.504, -0.057], [-0.243, 0.029, -0.013], [-0.227, 0.530, 0.370], [0.379, -0.561, -0.555], [0.158, 0.282, -0.187], [0.303, -0.938, -0.451], [0.042, 0.525, 0.031], [0.383, -0.112, -0.106], [-0.268, 0.108, 0.004], [0.111, -0.133, 0.496], [0.414, -0.343, 0.253], [-0.444, 0.128, -0.766], [-0.073, -0.284, -0.165], [-0.251, 0.424, -0.343], [0.395, 0.487, 0.489], [0.187, -0.075, -0.459], [0.457, 0.019, 0.369], [-0.395, 0.073, 0.190], [-0.605, 0.554, -0.112], [-0.710, -0.825, -0.335], [1.470, 0.488, 0.320], [-0.054, -0.035, -1.062], [0.375, 0.900, 0.220], [-0.153, -1.011, 0.686], [-0.258, 0.263, 0.521], [-0.084, 0.026, 0.383], [-0.142, -0.110, 0.051], [0.003, 0.116, -0.036], [0.302, 0.007, 0.253], [0.104, -0.115, 0.014], [-0.279, -0.196, -0.180], [0.430, -0.046, -0.169], [-0.161, -0.018, -0.065], [-0.131, -0.248, 0.143], [-0.047, 0.299, 0.720], [-0.131, 0.564, 0.051], [0.052, -0.631, -0.773], [0.035, -0.196, -0.005], [-0.396, -0.208, 0.568], [0.582, -0.602, -0.004], [-0.153, 0.305, 0.583], [-0.676, -0.183, 0.415], [1.153, -0.262, -0.742], [-0.341, 0.211, 0.224], [0.399, 0.400, -0.615], [-0.049, -0.248, -0.239], [-0.049, 0.541, 0.316], [0.178, 0.068, 0.099], [-0.384, -0.655, 0.268], [-0.190, 0.108, 0.106], [-0.154, -0.325, -0.289], [0.319, 0.124, -0.016], [-0.198, 0.241, 0.797], [-0.237, -0.288, -0.339], [0.207, 0.068, -0.173], [0.560, 0.222, 0.024], [0.433, -0.219, 0.119], [-1.052, -0.165, -0.929], [-0.003, -0.349, -0.075], [-0.294, -0.317, -0.374], [-0.146, 0.264, 0.633], [-0.378, 0.192, 0.408], [0.858, 0.015, -0.604], [0.156, -0.412, 0.287], [0.514, 0.135, -0.199], [-0.583, 0.281, -0.091], [-0.128, -0.044, -0.323], [0.311, -0.272, -0.549], [0.192, 0.119, 0.214], [0.077, 0.140, 0.193], [-0.394, 0.438, 0.110], [-0.407, -0.012, 0.272], [-0.095, -0.442, 0.722], [0.280, 1.175, -0.447], [0.258, 0.694, 0.126], [0.181, -0.610, 0.181], [-0.184, 0.131, -0.138], [-0.154, 0.191, 0.614], [0.041, -0.054, -1.186], [-0.566, -0.034, 0.732], [0.435, 0.130, 0.477], [-0.830, -0.323, 0.762], [0.391, 0.297, -0.081], [0.300, -0.102, -0.363], [1.410, -0.398, 0.125], [-1.022, 0.874, -0.351], [-0.753, -0.653, 0.191], [-0.091, -1.189, -0.577], [0.466, 0.508, 0.848], [-0.103, 0.506, -0.489], [-0.567, 0.166, -1.368], [0.269, -0.482, 0.341], [0.170, 0.108, 0.764]]}

Kohn-Sham gap (eV)
8.92, 10.05
ΔE to the lowest compared entry with this formula, charge and spin (kJ/mol)
1155.8, 647.5